Record 1
69
Properties=species:S:1:pos:R:3:forces:R:3:nbo_charge:R:1 method="wB97M-V/def2-TZVPD" homo_energy_ha="-0.5894 / -0.6079" energy_ev=-211773.7801 spin_multiplicity=6 max_force_ha_per_bohr=0.063 relative_energy_kcal_mol=0.0 e_lumo_ev="-6.9593 / -10.9442" charge=+3
Ir -0.46933 0.71121 -0.86981 -0.3 1.1 -0.1 1.082
C 2.93527 1.87413 -1.57265 0.2 0.3 0.6 -0.923
As 2.02930 0.32611 -0.80027 -0.4 0.0 -1.0 1.000
C 2.33467 -1.10879 -2.04862 1.3 -0.2 -0.8 -0.972
C 2.91106 0.12649 0.89736 0.8 -1.0 0.3 -0.743
C 2.22275 -0.74061 1.99349 0.0 0.5 0.1 -0.026
C 3.23366 -0.88230 3.17432 -0.7 0.9 -0.8 -0.629
C 0.92035 -0.11279 2.55776 0.4 -1.0 1.0 -0.746
As -0.81260 0.02304 1.62076 0.9 1.1 0.8 0.998
C -1.61558 -1.65544 2.00230 0.9 -1.2 -0.7 -0.968
C -1.61654 1.18276 2.94930 0.7 1.3 -0.7 -0.924
C 1.94347 -2.09799 1.36128 0.2 -0.6 -0.7 -0.767
As 1.80202 -3.60655 2.57588 -0.3 -1.1 0.1 1.408
C 3.54343 -4.30959 2.95939 0.6 0.4 -0.2 -0.968
C 0.48457 -4.94110 1.94351 -0.4 -0.6 2.3 -0.943
H 4.03149 1.80202 -1.33906 -1.0 0.1 -0.3 0.268
H 2.48764 2.76637 -1.03846 0.6 -0.8 -0.9 0.251
H 2.76122 1.86637 -2.66884 0.1 0.2 0.8 0.272
H 3.36884 -1.22664 -2.45433 -0.6 0.4 0.6 0.276
H 1.69049 -0.90147 -2.88051 -0.2 0.6 -0.6 0.262
H 1.98599 -2.08323 -1.79355 -0.2 -0.7 0.9 0.251
H 3.02859 1.14933 1.19148 0.0 0.7 0.6 0.257
H 3.96402 -0.24164 0.73638 -1.0 0.2 -0.1 0.265
H 3.47388 0.10324 3.54375 -0.2 0.4 0.4 0.253
H 4.17974 -1.20635 2.79793 0.6 -0.8 -0.1 0.227
H 2.85062 -1.46803 4.00820 0.1 -0.2 0.0 0.224
H 1.12203 0.88357 2.90558 0.3 0.7 -0.1 0.253
H 0.73706 -0.64593 3.53702 -0.3 0.3 -1.0 0.245
H -1.08698 -2.16821 2.83673 -0.8 0.6 -0.2 0.240
H -1.41874 -2.24324 1.10051 -0.2 -0.2 0.1 0.240
H -2.68471 -1.54269 2.06692 -0.3 -0.1 0.5 0.276
H -1.39650 0.79526 3.93517 -0.1 0.0 0.2 0.255
H -2.66714 1.24048 2.74660 -0.7 -0.1 0.1 0.258
H -1.21356 2.22383 2.83172 -0.2 -1.0 0.2 0.253
H 2.77501 -2.37097 0.67966 -0.2 -0.1 0.4 0.269
H 1.03477 -2.12165 0.74834 0.0 0.1 0.1 0.245
H 3.66670 -4.63264 3.99546 -0.1 0.2 -0.1 0.300
H 4.24544 -3.50635 2.69173 -0.1 -0.3 0.4 0.262
H 3.75133 -5.15157 2.30886 -0.2 -0.3 -0.2 0.284
H 0.83124 -5.45160 1.04030 -0.2 0.5 -0.1 0.283
H -0.41259 -4.27807 1.88547 0.4 -1.1 -0.4 0.250
H 0.32218 -5.79223 2.76093 0.4 2.1 -1.6 0.312
C -3.50641 -2.08915 -1.27089 -0.4 0.3 0.2 -0.632
C -2.97840 -0.79028 -1.82945 0.3 1.7 -0.4 0.239
C -3.67364 0.48714 -1.30060 -1.6 -1.5 0.8 -0.649
C -2.88915 -0.73856 -3.36088 1.8 -2.7 -0.7 -0.640
O -1.58791 -0.71985 -1.36898 0.3 -0.6 -0.1 -0.614
H -4.52803 -2.24632 -1.61040 -0.2 0.2 0.2 0.257
H -3.50770 -1.96987 -0.16363 0.0 -0.6 -0.8 0.207
H -2.97132 -2.95826 -1.67040 0.3 0.3 0.5 0.239
H -4.78336 0.33870 -1.37085 0.9 0.2 -0.1 0.264
H -3.40843 1.33246 -1.86873 0.3 1.0 -0.9 0.216
H -3.48016 0.74711 -0.24811 0.1 -0.5 -0.1 0.205
H -3.82755 -0.86530 -3.85296 -1.0 -0.2 0.0 0.258
H -2.27521 -1.69159 -3.65986 -1.0 1.8 0.3 0.230
H -2.43318 0.11194 -3.88630 0.1 0.0 0.8 0.216
N -1.48495 6.59637 -2.83918 -0.1 -1.2 -1.0 -0.694
C -1.30185 5.33417 -2.48158 0.1 -0.7 0.0 0.280
C -1.60131 4.24623 -3.37660 0.1 -1.0 0.6 -0.272
C -1.48545 2.94584 -2.88041 1.1 1.2 1.0 0.055
N -0.99586 2.72458 -1.57704 -0.4 -2.5 -1.5 -0.629
C -0.61061 3.72576 -0.80745 -0.2 0.9 0.0 0.058
C -0.75611 5.00986 -1.22296 0.5 1.0 1.0 -0.297
H -1.69992 6.77914 -3.79778 -0.3 0.4 -0.3 0.419
H -1.39051 7.35224 -2.22181 0.3 1.0 0.8 0.424
H -1.89362 4.47150 -4.41529 0.0 -0.4 0.7 0.264
H -1.63381 2.02064 -3.45050 -0.2 0.7 0.1 0.227
H -0.19963 3.46782 0.16689 0.0 0.2 -0.1 0.209
H -0.37046 5.79111 -0.55222 -0.4 -0.2 -0.5 0.251

---

Record 2
71
Properties=species:S:1:pos:R:3:forces:R:3:lowdin_charge:R:1 method="wB97M-V/def2-TZVPD" homo_energy_ha=-0.6010 energy_ev=-118887.2007 spin_multiplicity=1 max_force_ha_per_bohr=0.007 relative_energy_kcal_mol=6.1 e_lumo_ev=-10.2275 charge=+3
Os 0.53562 -0.21652 0.46596 -0.4 0.0 0.0 1.117
I -3.28777 3.49789 -2.56854 0.0 0.0 0.0 1.024
C -2.52835 1.96833 -1.42294 0.0 0.0 0.0 -0.746
C -3.23376 0.97563 -0.76205 0.0 0.0 0.0 -0.073
N -2.34897 0.19536 -0.12674 0.0 0.0 0.1 0.028
N -1.08621 0.60343 -0.37777 0.0 0.0 0.0 -0.222
C -1.19138 1.69010 -1.16125 0.0 -0.1 -0.1 -0.152
H -4.29216 0.77144 -0.72242 0.0 0.0 0.0 0.148
H -2.51390 -0.65961 0.38154 0.0 0.0 0.0 0.152
H -0.31287 2.21952 -1.48667 0.0 0.0 0.0 0.112
C -0.04727 3.23757 4.49175 0.0 0.0 0.0 -0.216
As -0.13487 1.43705 3.84703 0.0 0.1 0.0 0.834
C 0.59465 0.26425 5.17493 0.0 0.0 0.0 -0.215
C -1.94916 0.94962 3.47310 0.0 0.0 0.0 -0.229
S 1.13289 1.40314 2.05693 0.1 -0.2 0.1 0.229
H -0.63435 3.29132 5.40875 0.0 0.0 0.0 0.065
H -0.45557 3.91620 3.74581 0.0 0.0 0.0 0.057
H 0.99012 3.49284 4.70091 0.0 0.0 0.0 0.061
H 0.12397 0.49375 6.13114 0.0 0.0 0.0 0.065
H 1.66663 0.44063 5.24252 0.0 0.0 0.0 0.057
H 0.39562 -0.77212 4.90948 0.0 0.0 0.0 0.034
H -2.51835 0.99940 4.40134 0.0 0.0 0.0 0.065
H -1.97601 -0.06715 3.08393 0.0 0.0 0.0 0.023
H -2.36198 1.65113 2.75026 0.0 0.0 0.0 0.048
C -1.08985 -3.95490 2.35656 0.0 0.0 0.0 -0.074
C -0.39329 -4.61648 1.15526 0.0 0.0 0.0 -0.607
C 0.32322 -5.90069 1.60639 0.0 0.0 0.0 -0.044
C -1.48958 -4.97990 0.14221 0.0 0.0 0.0 -0.067
P 0.83587 -3.44826 0.38771 0.1 0.1 0.1 1.078
N 0.11869 -1.91017 0.38123 0.1 0.1 -0.1 -0.367
C 2.33422 -3.11112 1.45821 0.0 -0.1 0.0 -0.593
C 3.44393 -4.15586 1.25258 0.0 0.0 0.0 -0.037
C 1.95132 -3.07399 2.94496 0.0 0.0 0.0 -0.068
C 2.85787 -1.71620 1.11332 0.1 0.1 0.1 -0.114
C 1.23477 -3.80640 -1.40036 0.0 0.0 0.0 -0.605
C 2.37608 -2.90626 -1.89611 0.0 0.0 0.0 -0.074
C 1.64114 -5.27908 -1.57201 0.0 0.0 0.0 -0.045
C 0.01608 -3.48613 -2.28577 0.0 0.0 0.0 -0.067
H -1.89023 -4.62637 2.66899 0.0 0.0 0.0 0.108
H -1.54718 -3.00098 2.09013 0.0 0.0 0.0 0.061
H -0.43905 -3.81389 3.21333 0.0 0.0 0.0 0.065
H -0.43800 -6.58084 1.99196 0.0 0.0 0.0 0.114
H 1.03606 -5.72859 2.41037 0.0 0.0 0.0 0.074
H 0.82999 -6.41530 0.79214 0.0 0.0 0.0 0.082
H -2.22234 -5.59053 0.67094 0.0 0.0 0.0 0.108
H -1.12113 -5.57511 -0.68819 0.0 0.0 0.0 0.076
H -2.01087 -4.10291 -0.24410 0.0 0.0 0.0 0.088
H 3.08904 -5.16583 1.45536 0.0 0.0 0.0 0.089
H 4.24623 -3.94676 1.96184 0.0 0.0 0.0 0.111
H 3.87367 -4.13408 0.25511 0.0 0.0 0.0 0.077
H 1.67370 -4.04971 3.33322 0.0 0.0 0.0 0.081
H 1.14131 -2.36768 3.13705 0.0 0.0 0.0 0.060
H 2.83037 -2.74496 3.50222 0.0 0.0 0.0 0.110
H 3.14746 -1.55824 0.08219 0.0 0.0 0.0 0.061
H 3.72782 -1.49959 1.74029 0.0 0.0 0.0 0.127
H 2.15936 -0.91856 1.48981 0.1 -0.1 0.0 -0.035
H 3.32890 -3.10100 -1.41201 0.0 0.0 0.0 0.075
H 2.12530 -1.84596 -1.81634 0.0 0.0 0.0 0.061
H 2.51055 -3.12107 -2.95704 0.0 0.0 0.0 0.109
H 2.49988 -5.55861 -0.96300 0.0 0.0 0.0 0.083
H 1.92344 -5.42247 -2.61618 0.0 0.0 0.0 0.112
H 0.82374 -5.96625 -1.36690 0.0 0.0 0.0 0.076
H -0.31390 -2.45339 -2.17076 0.0 0.0 0.0 0.070
H -0.82642 -4.14825 -2.12918 0.0 0.0 0.0 0.066
H 0.33527 -3.61385 -3.32126 0.0 0.0 0.0 0.108
C 3.54650 2.16759 -2.14703 0.0 0.0 0.0 0.019
C 2.59660 1.45009 -1.31844 0.0 0.0 0.0 -0.117
N 1.84694 0.88172 -0.66240 0.0 0.1 -0.2 -0.045
H 3.40077 1.89550 -3.19235 0.0 0.0 0.0 0.114
H 4.56035 1.91502 -1.83566 0.0 0.0 0.0 0.116
H 3.39017 3.23993 -2.02241 0.0 0.0 0.0 0.117

---

Record 3
79
Properties=species:S:1:pos:R:3:forces:R:3:lowdin_charge:R:1 method="wB97M-V/def2-TZVPD" homo_energy_ha=-0.4292 energy_ev=-224047.6041 spin_multiplicity=1 max_force_ha_per_bohr=0.036 e_lumo_ev=-3.0656 charge=+1
C -6.20104 -0.74151 1.70114 0.3 -0.2 0.2 -0.068
C -5.89534 -1.79670 0.63965 -0.1 0.3 0.1 -0.246
O -4.91278 -1.38634 -0.29852 0.0 -0.2 0.0 -0.135
C -3.69516 -1.02137 0.28534 0.2 0.4 -0.1 -0.239
C -2.58399 -1.44246 -0.67788 0.0 -0.4 0.1 -0.081
C -1.27988 -0.65903 -0.52926 0.1 0.3 -0.1 -0.315
C -0.96109 -0.26308 0.90993 0.4 -0.2 0.2 -0.095
C -1.01752 -1.41591 1.92846 -0.2 0.7 0.3 -0.156
C -1.45090 -0.90678 3.31660 0.3 -0.5 0.0 -0.409
C -2.00285 -2.08098 4.12741 0.0 0.2 -0.3 -0.072
C -0.25621 -0.26463 4.05033 -0.2 0.1 0.2 -0.049
C -1.22435 0.51685 -1.52072 0.2 -0.1 -0.9 -0.207
P -2.44912 1.86372 -1.51387 -1.2 -0.1 -0.1 0.509
N -3.83791 1.30570 -1.82962 0.5 0.0 -0.1 -0.093
O -1.92269 2.99884 -2.52831 0.6 -0.1 0.3 -0.127
O -2.30403 2.53820 -0.07472 0.7 0.3 -0.3 -0.112
N 0.23471 0.78926 -1.74212 -0.2 0.4 1.8 0.026
C 0.78579 2.06679 -1.19905 0.7 0.5 0.0 -0.055
B 1.23762 2.09009 0.33686 -0.3 0.0 0.1 -0.692
O 0.59491 2.87056 1.26263 0.6 0.2 -0.1 0.180
O 2.25177 1.29685 0.78670 -0.4 -0.5 -0.1 0.147
C 0.83555 -0.39363 -1.45603 0.3 -0.3 -0.4 -0.502
N 2.12123 -0.66525 -1.57477 0.6 0.3 0.4 -0.506
Br 3.24434 0.54228 -2.44393 -0.7 -0.9 -0.3 0.888
P 2.94746 -2.19252 -1.06638 0.0 -1.0 -0.8 0.947
C 2.37081 -2.49346 0.62598 -0.3 0.4 0.1 -0.252
C 4.68541 -1.73674 -0.80106 -0.1 0.6 0.7 -0.445
C 4.99617 -0.70039 0.29954 -0.3 -0.1 -0.2 -0.140
N -0.02727 -1.36863 -1.03532 -0.6 -0.1 -0.5 0.040
C -0.14193 -2.61542 -1.77853 0.0 -0.4 0.2 -0.164
C -0.77941 -2.51063 -3.15309 -0.7 -0.3 -0.2 -0.752
O -1.78056 -3.04511 -3.48395 0.5 0.2 0.1 0.093
Br 0.21962 -1.41539 -4.41271 0.1 0.1 -0.1 0.796
H -5.61672 -0.89746 2.60795 0.1 0.0 0.0 0.066
H -5.95366 0.25131 1.33249 -0.2 0.1 -0.1 0.080
H -7.24679 -0.78776 1.98983 -0.1 0.1 0.0 0.076
H -6.78932 -1.98268 0.05411 0.0 -0.2 -0.1 0.119
H -5.57434 -2.72844 1.11485 -0.1 -0.1 0.0 0.118
H -3.56805 -1.48502 1.26568 0.0 -0.1 0.0 0.111
H -3.65561 0.06120 0.44264 -0.1 0.1 0.0 0.103
H -2.42151 -2.50984 -0.53489 0.1 0.0 0.1 0.121
H -2.98936 -1.34011 -1.68152 0.0 0.1 -0.1 0.119
H 0.07165 0.08756 0.93961 0.0 0.2 -0.1 0.097
H -1.56939 0.58088 1.22719 -0.2 -0.1 0.0 0.117
H -1.69043 -2.20619 1.61062 0.0 -0.1 -0.1 0.101
H -0.01552 -1.81897 2.06131 0.0 -0.4 -0.2 0.094
H -2.24491 -0.17084 3.18636 -0.1 0.1 0.0 0.129
H -1.20475 -2.79093 4.34241 0.0 0.0 0.1 0.086
H -2.75584 -2.61406 3.54697 -0.2 0.0 0.1 0.070
H -2.44733 -1.73420 5.05622 0.0 -0.1 0.2 0.085
H -0.09242 -0.76608 5.00283 0.0 0.0 0.1 0.077
H 0.67394 -0.37182 3.49094 0.0 0.1 -0.1 0.063
H -0.41417 0.78559 4.28387 0.1 0.1 -0.1 0.080
H -1.52171 0.07054 -2.47756 -0.2 0.0 0.0 0.106
H -4.29456 1.68825 -2.64527 -0.3 -0.2 0.1 0.018
H -1.76035 2.62385 -3.40313 -0.1 0.2 -0.2 0.099
H -2.49915 3.48385 -0.12638 -0.2 0.0 0.3 0.101
H 0.05898 2.85332 -1.35530 -0.3 -0.2 -0.1 0.087
H 1.62917 2.38135 -1.81166 0.0 -0.1 -0.1 0.051
H 0.29259 3.71211 0.91394 -0.5 -0.1 0.0 0.110
H 2.21402 1.23998 1.74936 0.3 0.2 0.1 0.121
H 1.35946 -2.88722 0.59639 -0.1 -0.1 0.0 0.022
H 3.01471 -3.27782 1.02058 0.1 0.0 0.1 0.062
H 2.37834 -1.62362 1.28040 0.1 0.0 0.1 0.041
H 5.13577 -1.46482 -1.74785 0.1 -0.2 -0.1 0.046
H 5.07805 -2.70994 -0.49752 0.1 -0.1 -0.2 0.078
H 5.64458 0.08041 -0.08427 0.2 0.0 0.1 0.062
H 4.08666 -0.21864 0.65026 0.0 0.1 0.0 0.027
H 5.44989 -1.17487 1.16390 0.2 0.0 0.0 0.076
H -0.75889 -3.30825 -1.21671 -0.1 0.0 0.1 0.131
H 0.82634 -3.10513 -1.89851 0.1 0.2 -0.1 0.068
Cl 7.22119 4.19327 -3.93418 0.0 0.0 0.0 0.560
C 6.05954 5.04332 -2.88967 0.0 0.0 0.0 -0.663
C 5.76339 4.26515 -1.63587 0.1 0.1 0.0 -0.606
Cl 4.84777 2.75038 -1.96832 0.6 0.9 0.4 0.478
H 5.15785 5.22307 -3.46930 0.0 0.0 0.0 0.069
H 6.50085 6.00176 -2.62264 0.0 0.0 0.0 0.078
H 5.14442 4.85479 -0.96310 -0.1 0.0 0.0 0.076
H 6.67423 3.97958 -1.11781 0.0 -0.1 0.0 0.073

---

Record 4
76
Properties=species:S:1:pos:R:3:forces:R:3:lowdin_charge:R:1 method="wB97M-V/def2-TZVPD" homo_energy_ha=-0.3865 energy_ev=-130126.2761 spin_multiplicity=1 max_force_ha_per_bohr=0.114 e_lumo_ev=-4.1183 charge=+1
C 1.11894 4.44721 2.99570 0.2 -0.3 -0.9 -0.006
C 0.49354 4.22677 1.53640 2.4 2.4 -2.7 -0.406
O 0.96420 4.76878 0.49794 -2.1 -2.5 4.5 0.081
N -0.66012 3.31446 1.32080 -0.7 -0.8 1.3 -0.320
C -0.22030 1.93173 0.93844 1.7 -1.0 -0.5 -0.089
S -1.77814 3.33351 2.64214 0.2 0.1 -0.7 1.077
C -1.58085 1.83986 3.75119 -0.3 -0.8 1.0 -0.278
C -2.82093 0.82601 3.73009 -2.4 -0.1 4.7 -0.776
O -3.50815 0.71243 4.78404 3.3 0.7 -4.8 -0.037
I -3.41989 -0.43240 2.05905 0.6 0.7 0.5 0.960
C -3.46098 3.30505 1.78948 -0.8 0.8 -0.7 -0.360
C -4.68425 3.45268 2.81121 -1.5 -0.8 -1.0 -0.728
C -6.00565 3.95567 1.98733 -0.1 -0.1 0.6 -0.140
Br -4.38722 4.83320 4.23168 0.3 -1.1 -0.7 0.685
H 0.39274 5.03692 3.64816 1.1 -0.8 -0.8 0.091
H 2.11621 4.99570 2.83450 -1.8 -0.7 0.3 0.115
H 1.37918 3.43738 3.48467 -0.6 1.4 -0.7 0.099
H -1.01035 1.12173 1.07756 0.8 1.4 -0.1 0.039
H 0.13823 1.89211 -0.14688 -0.7 0.4 1.5 0.119
H 0.70856 1.68387 1.58654 -1.5 0.0 -1.0 0.118
H -1.53456 2.26556 4.82734 -0.3 -0.6 -1.8 0.131
H -0.60391 1.26990 3.59834 -1.3 0.9 -0.3 0.118
H -3.45923 4.26710 1.14259 0.5 -1.4 1.2 0.131
H -3.55914 2.43968 1.04424 0.2 1.0 1.4 0.075
H -5.00276 2.44655 3.28324 1.0 1.8 -0.5 0.091
H -6.92896 3.41585 2.41230 1.5 0.8 -0.6 0.098
H -6.15692 5.08112 2.18097 0.3 -1.8 -0.7 0.072
H -5.94356 3.68555 0.88044 0.0 0.5 1.4 0.090
C 3.34412 3.03416 -1.00649 -0.2 0.0 -0.1 -0.007
C 4.67500 2.84808 -0.33351 0.5 -0.1 0.2 -0.570
O 4.94156 1.84140 0.31642 -0.2 0.0 0.0 0.001
N 5.59746 3.83646 -0.46108 -0.6 -0.4 0.2 0.013
C 5.47711 5.08703 -1.17780 0.5 0.0 0.1 -0.076
H 2.71645 2.16210 -0.81375 0.2 0.0 0.0 0.072
H 2.84141 3.91666 -0.60603 0.0 0.0 -0.2 0.055
H 3.47918 3.13053 -2.08622 0.0 0.1 0.1 0.086
H 6.46517 3.63899 0.01752 -0.1 0.0 -0.1 0.145
H 6.26132 5.12204 -1.93619 -0.2 0.2 -0.1 0.079
H 5.63009 5.90315 -0.46766 -0.1 0.2 -0.2 0.081
H 4.50591 5.19797 -1.65531 0.1 -0.1 0.1 0.081
C -6.22318 -5.97403 0.32495 -0.1 -0.1 -0.1 -0.006
C -5.24639 -4.84740 0.12963 0.4 0.1 -0.5 -0.549
O -4.62542 -4.69776 -0.91422 -0.1 0.0 0.2 0.022
N -5.05977 -3.97472 1.15969 -0.2 -0.2 -0.2 -0.008
C -5.68920 -3.97533 2.46317 0.4 0.4 0.0 -0.085
H -6.26105 -6.58031 -0.58083 0.1 0.2 0.1 0.088
H -5.90306 -6.61042 1.15296 -0.2 0.0 0.0 0.090
H -7.22249 -5.57687 0.51632 0.0 -0.1 0.1 0.088
H -4.38954 -3.24798 0.95072 -0.1 -0.2 0.0 0.080
H -6.21590 -3.02659 2.59029 -0.2 -0.1 0.2 0.076
H -4.90695 -4.05199 3.22174 -0.2 -0.1 0.2 0.084
H -6.39115 -4.79790 2.58233 0.1 0.1 -0.1 0.080
C -2.74017 -8.13834 -1.94524 -0.2 0.0 0.0 -0.008
C -1.40828 -8.31807 -1.27011 0.3 -0.5 0.4 -0.554
O -1.13531 -9.32177 -0.62605 -0.1 0.2 -0.1 0.026
N -0.48972 -7.31921 -1.39154 -0.3 -0.2 0.0 -0.003
C -0.61661 -6.06562 -2.10214 0.4 -0.1 0.2 -0.082
H -3.36192 -9.01485 -1.75825 0.2 0.1 0.0 0.085
H -3.25131 -7.26047 -1.54234 0.0 0.1 -0.2 0.069
H -2.60416 -8.03589 -3.02412 -0.1 0.2 0.1 0.087
H 0.37807 -7.51306 -0.91177 -0.1 0.0 -0.1 0.139
H 0.16958 -6.01959 -2.85925 -0.1 0.2 -0.1 0.081
H -0.47176 -5.25089 -1.38883 -0.1 0.2 -0.2 0.078
H -1.58780 -5.95899 -2.58132 0.1 -0.1 0.1 0.076
C 6.88528 1.07685 -2.65080 -0.1 0.0 0.2 0.004
C 6.64004 2.07866 -3.74634 -0.1 0.3 -0.3 -0.535
O 5.83392 2.99534 -3.62479 0.0 -0.1 0.1 0.014
N 7.34497 1.94707 -4.90232 -0.3 0.0 0.5 0.003
C 8.33273 0.94566 -5.24217 0.0 0.3 -0.4 -0.076
H 6.25124 1.31268 -1.79519 0.1 0.0 -0.2 0.058
H 6.63608 0.07160 -2.99774 0.2 0.0 0.1 0.090
H 7.92822 1.11910 -2.32897 0.0 -0.2 -0.1 0.091
H 7.12521 2.65597 -5.58820 0.0 -0.1 0.1 0.142
H 9.27198 1.45423 -5.46993 0.1 -0.3 0.0 0.085
H 7.99035 0.41511 -6.13324 0.2 -0.2 0.1 0.085
H 8.49295 0.23324 -4.43549 -0.1 0.1 0.0 0.076